DFT (ωB97M-V/def2-TZVPD) results for a 10-piece molecular cluster, C46H53N5O16 overall in a non-equilibrium geometry.

XYZ file:
```
120
Properties=species:S:1:pos:R:3:lowdin_charge:R:1
O 4.50 5.56 -1.65 0.03
O 1.54 -5.67 -10.54 0.04
O 4.92 -1.62 8.87 0.04
O 8.86 -6.67 -1.57 0.05
O -6.17 -0.59 3.13 0.04
O -3.15 6.86 0.38 0.08
O -0.13 -5.23 -5.39 0.05
O -1.33 0.19 -0.05 -0.02
O -6.00 1.48 8.33 0.06
O -1.74 4.42 -6.55 0.05
O 0.76 6.60 -10.83 0.05
O -7.00 -5.28 -5.12 0.05
O -6.28 9.04 4.31 0.04
O 6.15 -3.25 1.90 0.04
O 7.92 1.51 -3.44 0.02
O 0.77 -0.20 12.30 0.04
N 0.66 0.59 0.97 0.15
N -6.40 -3.60 -3.80 0.14
N -0.29 -1.25 1.39 0.14
N -7.06 -5.25 -2.79 0.13
N -4.62 -7.13 2.62 0.12
C 0.25 -5.42 -6.68 -0.36
C -5.41 8.62 3.36 -0.34
C -4.05 8.21 3.61 0.02
C 8.75 -5.49 0.53 -0.03
C -5.94 0.90 7.13 -0.34
C 0.21 -4.61 -8.96 -0.01
C 1.50 -0.62 10.01 0.00
C -6.32 -0.99 5.58 -0.01
C -6.14 -0.18 4.45 -0.30
C -5.44 -7.73 3.18 -0.31
C 0.23 6.07 -9.70 -0.37
C -0.19 6.91 -8.71 -0.01
C 5.26 4.46 -1.98 -0.32
C 8.33 -5.72 -0.76 -0.35
C -0.96 5.00 -7.48 -0.38
C -6.90 -4.74 -4.04 -0.78
C 1.56 -6.44 -8.25 -0.02
C 1.11 -6.40 -6.97 -0.03
C -5.91 8.57 2.07 -0.01
C 2.99 -0.88 11.87 -0.02
C 3.82 -1.29 9.63 -0.33
C 6.46 -4.17 -0.34 0.00
C -0.44 -0.09 0.80 -0.73
C 2.53 -1.08 9.16 -0.01
C 7.03 2.49 -2.97 -0.31
C 5.93 3.60 -1.12 -0.02
C -0.29 -4.55 -7.63 0.01
C 6.86 -3.98 1.02 -0.32
C 6.79 2.58 -1.58 -0.02
C 1.06 -5.60 -9.25 -0.35
C 0.29 4.72 -9.55 0.00
C -6.16 -0.48 6.89 0.00
C -5.96 1.18 4.74 -0.04
C -3.83 7.44 1.33 -0.42
C -6.49 -8.48 3.85 -0.07
C -5.13 7.93 1.09 0.01
C -0.78 6.36 -7.59 -0.01
C -5.83 1.70 6.00 -0.04
C 8.08 -4.64 1.43 0.00
C 6.38 3.31 -3.88 0.01
C 7.17 -5.06 -1.15 -0.03
C 1.71 -0.55 11.38 -0.34
C 5.37 4.23 -3.37 0.00
C -3.26 7.63 2.54 -0.02
C -0.33 4.22 -8.39 -0.01
C 4.00 -1.22 10.99 -0.04
H 8.51 1.31 -2.70 0.09
H 0.96 5.93 -11.49 0.10
H 4.78 4.85 -4.03 0.10
H 4.97 -1.40 11.44 0.11
H -6.91 8.92 1.86 0.12
H -0.79 -3.64 -7.35 0.11
H -5.65 2.73 6.26 0.11
H 5.94 3.72 -0.04 0.11
H 3.18 -0.90 12.93 0.11
H -6.95 -9.02 3.02 0.09
H 8.41 -4.40 2.43 0.10
H -7.13 -7.82 4.43 0.09
H -7.26 -6.24 -2.80 0.11
H -5.88 0.18 2.63 0.09
H -2.28 7.19 2.63 0.11
H 2.24 -7.21 -8.58 0.12
H -6.06 2.44 8.25 0.10
H 8.47 -6.78 -2.44 0.11
H 1.16 0.43 12.90 0.10
H -1.78 4.86 -5.69 0.11
H 5.73 -1.73 9.38 0.10
H 9.71 -5.93 0.78 0.11
H 1.39 -7.15 -6.24 0.13
H -2.28 6.94 0.77 0.10
H -6.94 -4.66 -1.98 0.10
H 5.57 -3.66 -0.68 0.11
H 0.43 -1.56 2.03 0.11
H -1.11 -1.84 1.43 0.12
H -5.64 1.78 3.91 0.11
H 6.48 -3.24 2.80 0.11
H 0.48 -0.48 9.66 0.11
H -6.04 -3.08 -4.59 0.13
H 2.49 -1.23 8.09 0.11
H 1.32 0.10 1.57 0.10
H -6.03 -3.54 -2.87 0.11
H 6.77 -5.24 -2.14 0.11
H -6.23 -1.19 7.69 0.11
H -5.89 -9.19 4.43 0.08
H -5.47 7.95 0.06 0.11
H -1.28 6.95 -6.85 0.12
H -3.69 8.08 4.61 0.10
H 4.37 6.18 -2.37 0.10
H 7.27 1.94 -0.86 0.11
H -5.84 9.11 5.16 0.10
H -6.55 -2.03 5.41 0.11
H 6.56 3.05 -4.91 0.11
H 0.94 1.45 0.52 0.12
H 2.38 -6.13 -10.47 0.09
H 0.63 4.09 -10.36 0.12
H -0.20 7.95 -9.02 0.12
H -0.60 3.19 -8.22 0.12
H 0.15 -3.87 -9.75 0.12
H -0.63 -4.41 -5.43 0.09
```

## Properties
Total charge ... 0
Orbital gap ... 8.2 eV
Structure (SMILES) ... Oc1ccc(O)cc1.Oc1ccc(O)cc1.Oc1ccc(O)cc1.Oc1ccc(O)cc1.Oc1ccc(O)cc1.Oc1ccc(O)cc1.Oc1ccc(O)cc1.NC(N)=O.NC(N)=O.CC#N
LUMO level ... 0.120 eV

=====

DFT (ωB97M-V/def2-TZVPD) results for C46H55As2N3PbSSe3Si2Te2 as an isolated structure.

XYZ file:
```
115
Properties=species:S:1:pos:R:3:lowdin_charge:R:1
Pb -1.91 -0.51 0.34 0.31
Te -3.53 1.59 1.59 1.13
Te -4.55 -3.13 2.29 0.30
Se -4.21 -1.27 -0.95 -0.11
Se -2.28 -2.03 2.60 -0.22
Se -5.64 -1.35 0.89 -0.25
As 1.84 1.06 -0.06 1.32
As -0.27 -0.41 -3.05 1.27
S 1.19 -4.19 -1.12 1.02
Si -4.32 3.74 -0.71 0.45
Si -3.38 1.45 4.94 0.47
N 2.48 -4.28 1.61 0.12
N 1.04 -1.04 1.94 0.06
N 1.02 -3.13 0.15 -0.23
C 3.69 0.96 2.15 -0.13
C 0.78 -0.40 4.22 -0.06
C -3.86 5.39 -1.54 -0.18
C 5.84 -0.16 0.85 -0.09
C -2.42 2.08 3.38 -0.51
C 1.27 0.69 -7.42 -0.09
C 3.56 0.65 0.80 -0.37
C 1.06 -1.69 4.63 -0.05
C -0.03 1.18 -5.47 -0.13
C 5.94 0.14 2.20 -0.09
C 1.33 -0.79 -5.53 -0.13
C 1.74 -0.47 -6.81 -0.08
C -3.53 2.92 6.15 -0.19
C -1.99 -4.21 -2.58 -0.10
C 3.03 -5.17 0.68 -0.24
C -2.42 0.05 5.79 -0.19
C -2.22 -4.65 -3.87 -0.08
C 4.66 0.09 0.17 -0.11
C -2.84 3.25 0.40 -0.54
C 1.32 -2.65 3.67 -0.02
C 1.39 3.93 0.15 -0.13
C 1.31 -2.28 2.33 -0.24
C -4.64 2.38 -2.00 -0.18
C 4.09 -7.00 -1.14 -0.09
C 4.61 -6.91 0.14 -0.09
C -1.80 -3.88 -4.94 -0.08
C 3.75 4.74 -1.03 -0.09
C 4.86 0.71 2.85 -0.09
C 1.66 5.28 0.01 -0.10
C 3.47 3.39 -0.89 -0.11
C 0.78 -0.14 2.86 -0.25
C -5.84 3.95 0.44 -0.21
C 0.43 0.03 -4.84 -0.41
C 2.52 -5.26 -0.61 -0.42
C -0.94 -2.20 -3.43 -0.40
C -5.12 0.85 4.46 -0.21
C -1.35 -3.00 -2.37 -0.25
C 1.60 -3.27 1.28 -0.35
C 3.06 -6.15 -1.52 -0.10
C 4.09 -5.99 1.04 -0.03
C 2.85 5.68 -0.58 -0.09
C 2.29 2.97 -0.30 -0.39
C 2.20 0.49 -1.91 -0.45
C 1.48 -0.82 -2.23 -0.47
C -1.18 -2.66 -4.72 -0.11
C 0.39 1.51 -6.75 -0.09
H -0.88 -2.07 -5.58 0.09
H -3.74 2.13 -2.56 0.03
H 0.56 0.86 2.47 0.06
H 6.68 -0.58 0.32 0.10
H -3.97 2.59 7.08 0.02
H 0.47 3.60 0.62 0.08
H 1.86 1.29 -2.59 0.05
H 6.87 -0.05 2.73 0.10
H 0.03 2.42 -7.22 0.10
H 4.48 -7.72 -1.84 0.10
H 2.65 -6.19 -2.52 0.11
H -1.43 1.65 3.31 -0.03
H -2.57 4.05 1.08 0.01
H -3.65 6.16 -0.80 0.02
H 5.43 -7.55 0.44 0.10
H -2.07 -0.69 5.08 -0.05
H 4.51 -5.89 2.03 0.11
H -2.97 5.28 -2.16 0.03
H -5.39 2.68 -2.72 0.03
H 1.33 -1.40 -1.32 0.00
H 2.86 1.43 2.67 0.09
H -4.66 5.75 -2.17 0.02
H -4.16 3.72 5.75 0.02
H -6.67 4.41 -0.07 0.02
H -1.17 -2.65 -1.35 0.01
H -4.99 1.47 -1.53 -0.04
H 2.98 -4.18 2.47 0.13
H 2.42 -1.12 -7.34 0.10
H 4.94 0.96 3.90 0.10
H -2.56 3.35 6.38 0.02
H 4.19 2.65 -1.25 0.10
H -1.96 2.97 -0.18 -0.01
H -5.73 0.65 5.34 0.03
H 1.69 -1.70 -5.07 0.10
H 1.59 0.94 -8.42 0.10
H -2.33 3.16 3.39 0.00
H -6.17 2.98 0.81 0.00
H 3.28 0.39 -2.07 0.05
H -2.31 -4.80 -1.74 0.11
H -2.73 -5.59 -4.04 0.10
H 1.48 -3.68 3.97 0.11
H 1.07 -1.96 5.68 0.11
H 0.57 0.39 4.94 0.10
H -5.59 4.56 1.31 0.03
H 4.68 5.05 -1.49 0.10
H 2.07 -1.44 -2.91 0.06
H 3.07 6.74 -0.67 0.10
H 4.63 -0.16 -0.89 0.09
H -1.98 -4.22 -5.95 0.10
H -5.65 1.58 3.85 0.01
H -5.06 -0.08 3.89 -0.01
H -1.56 0.42 6.34 0.02
H -3.06 -0.46 6.50 0.03
H 0.96 6.01 0.37 0.10
H -0.73 1.82 -4.94 0.09
```

## Properties
Total charge ... 0
Orbital gap ... 6.9 eV
LUMO level ... 0.054 eV
Energy relative to the best compared isomer or geometry (same formula, charge and spin) ... 100.47 kJ/mol

=====

DFT (ωB97M-V/def2-TZVPD) results for C46H55LuN2 as an isolated structure in a non-equilibrium geometry.

XYZ file:
```
104
Properties=species:S:1:pos:R:3:lowdin_charge:R:1
Lu 12.58 12.63 8.77 1.68
N 12.45 10.50 9.14 -0.08
N 10.45 12.55 9.02 -0.11
C 11.22 14.88 6.99 -0.08
C 11.02 7.90 11.65 -0.04
C 8.89 10.63 8.29 -0.10
C 10.90 7.65 8.18 -0.03
C 7.66 11.12 7.95 0.00
C 12.59 12.55 12.18 -0.02
C 7.03 14.97 9.10 -0.07
C 12.21 8.87 11.60 -0.37
C 13.92 14.68 9.39 -0.33
C 9.12 9.24 8.06 -0.08
C 16.16 13.75 8.66 -0.05
C 8.92 12.58 11.42 -0.36
C 10.48 8.93 8.41 -0.11
C 12.96 14.43 10.44 -0.29
C 7.89 11.44 11.59 -0.04
C 10.15 11.18 8.78 -0.21
C 9.98 6.73 7.59 -0.07
C 8.53 13.45 10.22 -0.15
C 7.40 14.24 10.21 -0.04
C 8.68 7.03 7.30 -0.03
C 9.30 14.62 5.46 -0.08
C 9.34 13.42 9.06 -0.24
C 15.40 11.62 10.95 -0.01
C 13.19 8.59 10.48 -0.16
C 6.67 10.22 7.46 -0.07
C 14.32 11.31 6.96 -0.08
C 11.08 10.20 8.87 -0.20
C 14.88 13.66 9.42 -0.33
C 8.20 8.34 7.53 -0.16
C 14.53 12.74 10.46 -0.28
C 9.02 14.20 7.95 -0.15
C 13.31 13.19 11.06 -0.31
C 6.93 8.91 7.21 -0.03
C 7.86 14.94 7.99 -0.05
C 9.07 13.34 12.75 -0.06
C 11.78 15.28 10.84 -0.03
C 14.26 9.12 8.32 -0.14
C 9.94 14.12 6.74 -0.37
C 13.19 9.23 6.04 -0.03
C 14.10 15.99 8.66 -0.05
C 12.92 8.91 12.95 -0.07
C 14.27 9.78 6.97 -0.36
C 15.13 8.06 8.56 -0.05
C 13.27 9.41 9.34 -0.23
C 14.04 7.52 10.64 -0.04
C 15.01 7.23 9.67 -0.07
H 11.45 14.89 8.04 0.03
H 10.53 7.73 10.68 0.06
H 11.90 7.31 8.43 0.11
H 15.04 10.63 10.66 0.06
H 8.98 15.65 5.51 0.08
H 11.83 15.57 11.90 0.09
H 6.13 15.59 9.11 0.11
H 8.11 13.76 13.10 0.08
H 15.89 7.78 7.86 0.10
H 10.38 5.76 7.39 0.10
H 11.37 6.92 12.03 0.09
H 13.27 11.65 6.83 0.05
H 12.15 9.17 13.72 0.09
H 14.89 11.66 6.11 0.09
H 14.45 15.88 7.62 0.08
H 11.69 16.20 10.27 0.07
H 6.91 11.87 11.76 0.08
H 13.69 9.67 12.96 0.06
H 12.18 9.42 6.43 0.08
H 6.17 8.26 6.80 0.11
H 12.15 13.29 12.82 0.07
H 16.72 12.80 8.51 0.08
H 13.23 11.91 12.81 0.08
H 16.83 14.43 9.16 0.09
H 9.87 12.09 11.21 0.09
H 15.47 11.64 12.04 0.08
H 12.10 14.49 6.43 0.09
H 10.02 14.53 4.65 0.08
H 14.80 16.64 9.19 0.09
H 14.78 11.78 7.85 0.05
H 13.31 8.15 6.01 0.09
H 8.04 6.25 6.86 0.11
H 16.40 11.69 10.56 0.07
H 10.21 13.06 6.64 0.13
H 7.91 10.86 10.67 0.07
H 11.05 15.94 6.67 0.11
H 13.17 16.55 8.61 0.06
H 9.53 12.70 13.51 0.08
H 16.04 14.12 7.66 0.07
H 8.43 14.02 5.15 0.09
H 15.26 9.48 6.60 0.13
H 13.33 9.58 5.04 0.07
H 11.82 9.88 11.42 0.10
H 6.83 14.26 11.13 0.11
H 13.91 6.91 11.52 0.11
H 15.70 6.39 9.77 0.10
H 7.54 15.47 7.11 0.10
H 11.79 11.91 11.83 0.05
H 13.32 7.94 13.23 0.07
H 9.72 14.18 12.60 0.05
H 5.73 10.68 7.20 0.10
H 8.15 10.78 12.44 0.08
H 10.81 14.78 10.65 0.06
H 10.28 8.26 12.38 0.08
H 7.39 12.15 8.09 0.10
```

## Properties
Total charge ... 0
Orbital gap (alpha / beta) ... 6.3 / 6.3 eV
LUMO level (alpha / beta) ... 0.163 / 0.162 eV

=====

DFT (ωB97M-V/def2-TZVPD) results for C46H56N12O4PbS2Se2Si as an isolated structure.

XYZ file:
```
124
Properties=species:S:1:pos:R:3:lowdin_charge:R:1
Pb 0.21 0.17 -2.05 1.24
Se 2.62 0.25 -4.15 0.41
Se -3.62 -3.46 -4.63 0.06
S 1.45 -5.06 -1.70 0.48
S -0.52 1.78 2.27 0.62
Si -2.71 -1.82 -5.80 -0.08
O 0.26 2.56 1.34 -0.30
O 3.11 1.70 0.19 -0.02
O -0.37 2.09 3.68 -0.30
O -0.43 -1.18 -0.01 -0.23
N -0.94 -3.74 -1.48 -0.09
N 1.35 0.26 0.10 0.02
N -1.84 -4.56 0.34 0.11
N -1.98 1.67 1.74 -0.12
N 0.97 2.59 -1.50 -0.04
N -0.77 -2.91 -2.58 0.09
N -4.20 0.44 0.75 0.13
N 1.46 -0.37 2.63 0.11
N -2.02 1.29 -1.20 -0.06
N -0.64 -5.15 0.06 0.00
N -0.91 2.38 -3.66 -0.12
N 6.35 0.53 -1.25 0.03
C 4.85 1.55 -2.82 -0.15
C -2.34 2.66 -1.62 -0.25
C 0.03 0.03 2.17 -0.22
C 5.07 0.26 1.79 -0.01
C -3.11 -2.72 -0.75 -0.02
C -4.45 2.20 4.50 -0.10
C -6.50 -0.21 0.89 -0.06
C -3.14 -0.12 -5.08 -0.25
C 4.10 0.38 -2.98 -0.74
C 6.39 -1.45 2.84 -0.10
C 0.46 -0.67 0.79 -0.61
C 6.29 -0.36 1.99 -0.08
C 2.82 4.10 3.64 -0.07
C -0.03 -3.08 3.01 -0.28
C 2.81 3.86 5.00 -0.10
C 2.68 1.51 4.55 -0.04
C -1.99 -3.68 -0.61 -0.34
C -4.29 1.01 1.98 -0.15
C -0.96 -0.73 3.01 -0.01
C -0.83 -1.85 -5.87 -0.24
C -2.18 2.85 -3.12 -0.22
C -6.61 0.35 2.13 -0.04
C -5.25 -0.13 0.24 -0.15
C 1.04 -2.86 2.24 0.00
C -3.11 1.66 2.53 -0.27
C 2.74 2.55 5.46 -0.09
C 2.65 1.75 3.18 -0.14
C -5.49 0.99 2.72 -0.17
C 4.03 -1.31 3.27 -0.05
C 2.74 3.06 2.73 -0.02
C 3.92 -0.21 2.41 -0.13
C -3.24 2.25 3.77 -0.04
C 0.68 3.74 -2.35 -0.24
C 4.53 -0.71 -2.23 -0.13
C 5.63 -0.59 -1.40 -0.19
C -0.04 -4.66 -1.04 -0.85
C -0.97 -2.02 3.37 -0.02
C 2.59 0.55 2.23 -0.17
C -3.30 -1.79 -7.60 -0.26
C 5.25 -1.93 3.48 -0.09
C 1.43 -1.56 1.65 -0.09
C 5.93 1.58 -1.96 -0.19
C -0.36 -4.45 3.52 -0.07
C 0.18 3.34 -3.73 -0.25
C 2.34 0.88 0.70 -0.47
C -5.56 1.59 4.00 -0.08
H 2.85 4.68 5.71 0.09
H -1.80 -2.32 4.00 0.11
H 1.48 -0.61 3.62 0.15
H 1.00 2.85 -4.27 0.07
H -1.59 -3.04 -3.19 -0.04
H -2.84 -0.97 -8.16 0.01
H 0.46 -5.15 3.35 0.07
H 1.57 4.38 -2.48 0.11
H -1.69 3.33 -1.05 0.09
H -0.11 4.25 -4.28 0.11
H 2.40 -1.65 1.17 0.15
H -2.70 0.70 -5.66 0.02
H -0.46 -2.87 -6.03 0.02
H -3.85 -2.95 0.02 0.08
H -7.33 -0.71 0.41 0.10
H -2.01 1.24 -0.18 0.02
H 7.35 -1.94 3.00 0.09
H -2.39 2.75 4.20 0.09
H -2.71 -1.72 -0.57 0.06
H -7.55 0.32 2.68 0.11
H -0.57 -4.43 4.60 0.07
H -2.35 3.92 -3.36 0.11
H 0.63 2.71 -0.55 0.03
H -0.07 4.37 -1.86 0.10
H -0.44 -1.22 -6.66 0.02
H 5.00 1.10 1.11 0.11
H -4.23 0.02 -5.04 0.02
H -1.05 1.93 -4.55 0.09
H -1.26 -4.81 3.02 0.07
H -3.05 -2.73 -8.09 0.01
H 6.49 2.50 -1.84 0.09
H 4.57 2.45 -3.37 0.08
H -3.55 -2.78 -1.74 0.02
H 2.87 5.12 3.27 0.10
H -6.49 1.56 4.55 0.10
H -0.39 -1.49 -4.93 -0.02
H 1.97 2.41 -1.40 0.05
H -2.76 -0.08 -4.06 0.00
H -5.14 -0.58 -0.75 0.10
H 7.15 0.01 1.46 0.10
H 1.68 -3.69 1.97 0.12
H -2.97 2.29 -3.63 0.10
H -2.76 0.65 -1.48 0.06
H 2.66 0.50 4.94 0.11
H 3.16 -1.74 3.76 0.10
H 2.73 3.25 1.67 0.11
H -3.37 2.94 -1.36 0.11
H -4.48 2.67 5.47 0.10
H 2.74 2.34 6.52 0.10
H 4.00 -1.66 -2.29 0.09
H -0.24 -5.83 0.67 0.13
H -4.39 -1.68 -7.64 0.01
H -1.77 -0.13 3.40 0.09
H 5.31 -2.79 4.13 0.10
H 0.06 -3.25 -3.07 0.05
H 5.96 -1.45 -0.81 0.09
```

## Properties
Total charge ... -2
Orbital gap ... 5.9 eV
LUMO level ... 3.729 eV